No. 1
# C3ClF2O2

A 2-piece molecular cluster, C3ClF2O2 overall in a non-equilibrium geometry (the ωB97M-V functional and the def2-TZVPD basis, the Open Molecules 2025 dataset).

Properties
* ΔE to the lowest compared entry with this formula, charge and spin: 0.851 eV
* charge: -1
* largest force on an atom: 1.5 eV Å⁻¹
* orbital gap: 7.28 eV
* calculated total energy: -924.7227 Eh
* HOMO energy: -3.684 eV
* LUMO: 3.60 eV

```
8
Properties=species:S:1:pos:R:3:nbo_charge:R:1
C -0.3593 0.6919 -0.5109 -0.125
C -1.5053 0.2132 -0.0710 0.076
C 2.1210 -0.7376 0.1603 1.048
O 2.7974 -0.1059 -0.5197 -0.540
O 1.5685 -1.4404 0.8795 -0.534
F -0.1624 2.0672 -0.1740 -0.441
F -2.5894 0.7731 0.6427 -0.388
Cl -1.8704 -1.4615 -0.4069 -0.096
```


No. 2
# C42H54F21N2O17P2S

A 8-piece molecular cluster, C42H54F21N2O17P2S overall in a non-equilibrium geometry (the ωB97M-V functional and the def2-TZVPD basis, the Open Molecules 2025 dataset).

Properties
* charge: +1
* largest force on an atom: 2.4 eV Å⁻¹
* orbital gap: 7.28 eV
* calculated total energy: -6199.3707 Eh
* HOMO energy: -10.817 eV
* LUMO: -3.54 eV

```
139
Properties=species:S:1:pos:R:3:lowdin_charge:R:1
C -1.1139 -0.5626 2.8193 0.006
C -1.5166 -0.8910 1.5360 -0.131
C -1.1098 -0.0887 0.3009 -0.090
C 0.1349 0.7187 0.4778 -0.154
C 0.2094 2.0352 0.1732 0.000
N 1.4892 2.4621 0.4810 -0.161
P 1.9660 4.1494 0.2180 0.390
S 1.0428 5.3889 1.3469 0.227
C 2.1580 1.4027 0.9499 -0.231
P 3.8831 1.5855 1.4804 0.460
O 4.6214 2.1231 0.3380 -0.263
O 3.9420 2.5791 2.7192 -0.095
O 4.4067 0.1798 1.9738 -0.081
N 1.3805 0.3219 0.9384 0.066
C 1.7346 -1.0435 1.3071 -0.057
C 2.3298 -1.7901 0.1203 -0.185
C 3.2588 -1.2226 -0.7388 -0.052
C 3.8107 -1.9447 -1.7940 -0.051
C 3.4086 -3.2527 -2.0253 -0.022
C 2.4467 -3.8258 -1.1940 -0.248
C 2.0088 -5.2382 -1.4897 -0.040
C 1.9288 -3.1032 -0.1255 0.009
H -0.3764 -1.1576 3.3529 0.059
H -1.4899 0.3060 3.3597 0.070
H -2.2139 -1.7084 1.3715 0.088
H -1.0634 -0.7660 -0.5487 0.135
H -1.9102 0.6441 0.1319 0.132
H -0.5643 2.6541 -0.2404 0.115
H 3.3598 4.2167 0.3204 -0.003
H 1.6379 4.3327 -1.1360 0.001
H 4.5985 2.2586 3.3545 0.092
H 5.3732 0.1621 2.0442 0.126
H 2.4358 -1.0654 2.1366 0.130
H 0.8669 -1.6119 1.6100 0.098
H 3.5899 -0.1971 -0.6262 0.073
H 4.5495 -1.4613 -2.4178 0.105
H 3.8557 -3.7915 -2.8492 0.119
H 2.8764 -5.8929 -1.5469 0.090
H 1.5409 -5.2730 -2.4735 0.089
H 1.3042 -5.6250 -0.7584 0.074
H 1.1818 -3.5730 0.5043 0.122
C 4.8477 -1.8152 -7.2142 -0.059
C 5.4741 -2.9316 -8.0191 -0.189
O 5.4602 -4.1663 -7.2755 0.032
C 4.3150 -4.8341 -7.2796 -0.403
O 3.3081 -4.5137 -7.8357 0.175
C 4.4728 -6.1357 -6.4757 -0.549
F 5.1028 -5.9164 -5.3114 0.155
F 5.1883 -7.0280 -7.1672 0.176
F 3.2892 -6.6743 -6.2031 0.174
H 5.3408 -1.7250 -6.2447 0.079
H 4.9322 -0.8654 -7.7414 0.080
H 3.7924 -2.0110 -7.0257 0.078
H 6.5214 -2.7158 -8.2180 0.127
H 4.9803 -3.0618 -8.9809 0.129
C -1.0611 8.7179 -2.3761 -0.054
C -0.4301 7.6695 -3.2648 -0.185
O -0.6204 6.3411 -2.7232 0.020
C -1.7995 5.7840 -2.9534 -0.405
O -2.7132 6.2557 -3.5551 0.193
C -1.8180 4.3700 -2.3524 -0.529
F -1.3055 4.3536 -1.1006 0.097
F -1.0779 3.5244 -3.0869 0.161
F -3.0440 3.8751 -2.2853 0.188
H -0.6810 8.6336 -1.3573 0.083
H -0.8404 9.7150 -2.7539 0.088
H -2.1430 8.5974 -2.3316 0.080
H 0.6466 7.8144 -3.3160 0.126
H -0.8151 7.7163 -4.2822 0.129
C -8.0309 -1.4189 3.0923 -0.064
C -6.9238 -0.5779 2.4993 -0.175
O -5.8988 -1.4033 1.8961 0.032
C -6.1618 -1.8565 0.6815 -0.405
O -7.1435 -1.6540 0.0356 0.188
C -4.9677 -2.6786 0.1735 -0.531
F -4.5048 -3.5286 1.1009 0.158
F -3.9289 -1.8874 -0.1703 0.139
F -5.2751 -3.3940 -0.9019 0.171
H -7.6238 -2.1422 3.7960 0.087
H -8.7447 -0.7892 3.5969 0.066
H -8.5552 -1.9786 2.3171 0.091
H -6.4222 -0.0100 3.2805 0.126
H -7.3054 0.1361 1.7704 0.129
C 4.7930 4.3897 5.6772 -0.054
C 5.7075 5.0664 4.6772 -0.208
O 6.6025 5.9805 5.3243 0.039
C 7.6734 5.4295 5.8865 -0.391
O 7.9407 4.2650 5.8940 0.170
C 8.5619 6.5233 6.5019 -0.553
F 7.8360 7.4009 7.2002 0.173
F 9.2027 7.1915 5.5350 0.173
F 9.4681 5.9947 7.3138 0.182
H 4.2573 5.1310 6.2692 0.090
H 4.0654 3.7577 5.1664 0.062
H 5.3597 3.7705 6.3726 0.082
H 5.1204 5.6621 3.9809 0.128
H 6.2741 4.3427 4.0894 0.117
C -2.8842 -5.5976 -0.8078 -0.054
C -3.1387 -6.5969 -1.9138 -0.182
O -1.9377 -7.3233 -2.2386 0.031
C -1.6306 -8.3309 -1.4328 -0.401
O -2.2492 -8.6879 -0.4762 0.177
C -0.3505 -9.0206 -1.9339 -0.547
F 0.5930 -8.1216 -2.2553 0.152
F -0.6098 -9.7498 -3.0236 0.177
F 0.1523 -9.8254 -1.0053 0.179
H -2.0566 -4.9359 -1.0741 0.084
H -3.7657 -5.0013 -0.6214 0.044
H -2.6078 -6.1018 0.1187 0.085
H -3.4331 -6.0841 -2.8270 0.129
H -3.9424 -7.2852 -1.6563 0.131
C -12.2377 0.2363 9.2794 -0.058
C -11.1328 0.9549 8.5372 -0.191
O -10.2256 0.0196 7.9154 0.035
C -10.6230 -0.4958 6.7636 -0.403
O -11.6459 -0.2656 6.1922 0.178
C -9.5357 -1.4341 6.2149 -0.537
F -9.0546 -2.2487 7.1565 0.175
F -8.4967 -0.7141 5.7362 0.130
F -10.0078 -2.1940 5.2336 0.172
H -11.8184 -0.4665 9.9998 0.085
H -12.8653 0.9521 9.8086 0.085
H -12.8655 -0.3335 8.5952 0.079
H -10.5273 1.5350 9.2298 0.125
H -11.5290 1.6434 7.7919 0.126
C 4.1432 1.9828 -2.7415 -0.066
C 5.1550 1.9894 -3.8639 -0.182
O 4.5080 1.8088 -5.1364 0.029
C 3.9571 2.8887 -5.6751 -0.398
O 3.9536 3.9901 -5.2123 0.172
C 3.3422 2.5158 -7.0333 -0.551
F 2.6354 1.3836 -6.9364 0.164
F 4.3020 2.3300 -7.9482 0.170
F 2.5333 3.4679 -7.4820 0.180
H 3.5401 1.0722 -2.7835 0.075
H 4.6332 2.0335 -1.7673 0.047
H 3.4590 2.8299 -2.8285 0.072
H 5.8399 1.1504 -3.7581 0.126
H 5.7523 2.9001 -3.8679 0.130
```